{
  "formula": "C39H57GeKN4O2P2",
  "method": "ωB97M-V/def2-TZVPD",
  "de_lowest_ev": 0.0000,
  "gap_ev": 5.2,
  "multiplicity": 1,
  "max_force_ev_per_a": 0.808,
  "symbols": ["K", "C", "C", "N", "C", "C", "N", "C", "C", "C", "N", "C", "C", "N", "C", "H", "H", "H", "H", "H", "H", "H", "H", "H", "H", "H", "H", "H", "H", "H", "H", "H", "H", "H", "H", "H", "H", "H", "H", "O", "P", "C", "P", "O", "C", "C", "C", "C", "C", "C", "C", "C", "C", "C", "C", "C", "C", "C", "C", "C", "C", "C", "C", "C", "C", "C", "C", "C", "H", "H", "H", "H", "H", "H", "H", "H", "H", "H", "H", "H", "H", "H", "H", "H", "H", "H", "H", "H", "H", "H", "C", "Ge", "C", "C", "C", "H", "H", "H", "H", "H", "H", "H", "H", "H", "H", "H"],
  "positions_angstrom": [[-0.263, -1.159, 0.878], [0.383, -3.199, 4.279], [1.669, -3.305, 3.461], [1.581, -2.709, 2.144], [1.943, -3.541, 1.023], [0.831, -4.521, 0.654], [-0.342, -3.867, 0.093], [-1.535, -4.688, 0.023], [-2.426, -4.600, 1.267], [-3.420, -3.435, 1.311], [-2.882, -2.157, 1.779], [-2.886, -2.023, 3.234], [-2.105, -0.806, 3.724], [-0.677, -0.989, 3.624], [-0.035, -1.777, 4.672], [0.540, -3.759, 5.209], [-0.433, -3.693, 3.746], [1.934, -4.366, 3.370], [2.481, -2.837, 4.034], [2.072, -1.790, 2.133], [2.864, -4.120, 1.204], [2.154, -2.899, 0.160], [0.523, -5.042, 1.566], [1.223, -5.295, -0.027], [-0.122, -3.452, -0.805], [-1.275, -5.745, -0.141], [-2.122, -4.381, -0.849], [-1.803, -4.604, 2.165], [-3.022, -5.517, 1.310], [-4.273, -3.740, 1.938], [-3.817, -3.284, 0.303], [-3.468, -1.420, 1.404], [-2.437, -2.920, 3.662], [-3.916, -1.976, 3.624], [-2.426, -0.593, 4.758], [-2.388, 0.068, 3.127], [-0.175, -0.128, 3.455], [-0.715, -1.843, 5.534], [0.856, -1.246, 5.017], [-0.403, 1.350, 0.706], [-0.151, 2.362, -0.350], [0.407, 1.629, -1.925], [-0.400, 0.097, -2.464], [-0.114, -1.067, -1.592], [0.069, -0.128, -4.196], [-0.528, -1.196, -4.864], [-0.214, -1.456, -6.186], [0.703, -0.654, -6.853], [1.309, 0.402, -6.191], [0.995, 0.664, -4.866], [-2.173, 0.464, -2.508], [-2.963, 0.109, -1.419], [-4.307, 0.445, -1.396], [-4.874, 1.142, -2.456], [-4.091, 1.496, -3.545], [-2.749, 1.155, -3.572], [1.123, 3.558, 0.080], [1.647, 4.457, -0.849], [2.629, 5.354, -0.470], [3.097, 5.354, 0.840], [2.584, 4.459, 1.762], [1.595, 3.558, 1.388], [-1.639, 3.329, -0.722], [-2.670, 3.298, 0.208], [-3.806, 4.070, 0.021], [-3.921, 4.878, -1.099], [-2.894, 4.913, -2.036], [-1.759, 4.144, -1.848], [1.472, 1.400, -1.800], [0.322, 2.374, -2.721], [-1.240, -1.827, -4.345], [-0.683, -2.287, -6.697], [0.947, -0.859, -7.887], [2.034, 1.022, -6.702], [1.496, 1.479, -4.359], [-2.545, -0.413, -0.565], [-4.915, 0.170, -0.544], [-5.922, 1.407, -2.431], [-4.526, 2.036, -4.376], [-2.147, 1.428, -4.432], [1.298, 4.459, -1.875], [3.039, 6.045, -1.194], [3.876, 6.046, 1.132], [2.964, 4.432, 2.775], [1.224, 2.830, 2.096], [-2.572, 2.662, 1.080], [-4.603, 4.041, 0.754], [-4.808, 5.480, -1.243], [-2.980, 5.542, -2.912], [-0.969, 4.195, -2.588], [3.724, 0.754, -0.638], [4.212, 0.422, 1.269], [5.530, 1.861, 1.723], [5.325, -1.228, 1.253], [2.604, 0.228, 2.250], [4.590, 0.689, -1.299], [3.296, 1.756, -0.738], [2.989, 0.010, -0.957], [6.361, 1.893, 1.015], [5.944, 1.682, 2.718], [5.050, 2.841, 1.734], [6.261, -1.111, 0.705], [4.757, -2.050, 0.811], [5.561, -1.509, 2.282], [1.830, 0.794, 1.726], [2.613, 0.481, 3.312]],
  "mulliken_charge": [2.34, 0.27, -1.32, 1.00, -0.81, -1.03, 0.35, -1.03, -0.15, -0.96, 0.24, -0.94, -0.75, 0.17, -1.11, 0.46, -0.56, 0.47, 0.39, -0.68, 0.44, 0.21, 0.46, 0.38, -0.01, 0.36, 0.42, -0.08, 0.45, 0.39, 0.38, 0.04, 0.46, 0.39, 0.47, 0.10, 0.13, 0.29, 0.45, -0.37, -0.04, -0.85, 0.60, -0.45, 0.01, -0.42, -0.70, -0.45, -0.76, -0.18, -0.16, 0.67, -0.31, -0.74, -0.81, -0.50, 0.66, -0.13, -0.77, -0.43, -0.90, -0.11, 0.95, -0.36, -0.70, -0.56, -0.77, -0.40, 0.06, 0.70, 0.40, 0.41, 0.39, 0.41, 0.39, -0.10, 0.48, 0.41, 0.44, 0.46, 0.18, 0.41, 0.40, 0.39, 0.27, 0.34, 0.45, 0.41, 0.43, 0.19, -0.66, 0.19, -1.15, -1.19, -0.60, 0.38, 0.06, 0.09, 0.37, 0.37, 0.18, 0.42, 0.26, 0.34, -0.41, 0.34]
}

=====

{
  "formula": "C39H57N3O2PS3Ti",
  "method": "ωB97M-V/def2-TZVPD",
  "charge": -2,
  "de_lowest_ev": 1.4020,
  "gap_ev": [4.2, 4.5],
  "multiplicity": 2,
  "max_force_ev_per_a": 2.097,
  "symbols": ["Ti", "C", "C", "C", "C", "C", "C", "C", "C", "C", "C", "C", "C", "C", "C", "C", "C", "C", "H", "H", "H", "H", "H", "H", "H", "H", "H", "H", "H", "H", "H", "H", "H", "H", "H", "H", "H", "H", "H", "H", "H", "H", "H", "H", "H", "H", "H", "C", "C", "O", "P", "S", "S", "O", "C", "C", "H", "H", "H", "H", "H", "H", "H", "H", "H", "H", "C", "C", "C", "C", "N", "C", "S", "N", "C", "H", "H", "H", "H", "H", "H", "H", "H", "C", "C", "C", "C", "C", "C", "N", "C", "C", "C", "C", "C", "C", "H", "H", "H", "H", "H", "H", "H", "H", "H", "H"],
  "positions_angstrom": [[0.068, 0.156, 0.604], [1.734, 0.106, -1.478], [1.373, 1.459, -1.343], [1.763, 1.846, -0.011], [2.371, 0.701, 0.588], [2.374, -0.380, -0.329], [3.340, -1.556, -0.384], [2.815, -2.647, -1.324], [3.653, -2.194, 0.966], [4.659, -1.013, -0.965], [1.949, 3.211, 0.670], [3.306, 3.789, 0.225], [0.837, 4.223, 0.385], [2.026, 3.052, 2.197], [0.872, 2.242, -2.572], [0.798, 1.311, -3.794], [1.898, 3.331, -2.944], [-0.518, 2.870, -2.448], [1.565, -0.495, -2.354], [2.881, 0.713, 1.538], [1.835, -2.994, -0.994], [3.507, -3.496, -1.330], [2.725, -2.282, -2.347], [2.800, -2.765, 1.340], [3.924, -1.446, 1.710], [4.495, -2.886, 0.854], [4.484, -0.550, -1.939], [5.391, -1.819, -1.084], [5.082, -0.253, -0.305], [3.357, 3.941, -0.852], [4.113, 3.108, 0.507], [3.482, 4.753, 0.717], [0.870, 4.602, -0.634], [0.950, 5.081, 1.057], [-0.142, 3.765, 0.549], [2.920, 2.512, 2.511], [1.164, 2.515, 2.585], [2.068, 4.044, 2.657], [1.783, 0.923, -4.070], [0.413, 1.886, -4.643], [0.118, 0.479, -3.611], [2.916, 2.935, -2.909], [1.844, 4.197, -2.287], [1.700, 3.681, -3.962], [-1.280, 2.091, -2.408], [-0.689, 3.507, -3.326], [-0.645, 3.460, -1.547], [-4.314, 3.050, -2.797], [-4.235, 2.104, -1.614], [-3.664, 0.892, -2.063], [-3.129, -0.252, -0.955], [-1.731, 1.601, 0.369], [-1.225, -0.793, -1.630], [-4.034, -1.549, -1.868], [-4.453, -1.462, -3.202], [-3.332, -1.474, -4.233], [-4.792, 3.990, -2.508], [-4.888, 2.604, -3.613], [-3.311, 3.270, -3.164], [-5.242, 1.919, -1.211], [-3.625, 2.531, -0.814], [-5.060, -0.560, -3.350], [-5.121, -2.323, -3.384], [-2.644, -0.647, -4.057], [-3.753, -1.388, -5.240], [-2.746, -2.395, -4.172], [-3.621, -4.597, -1.827], [-2.276, -4.530, -1.194], [-1.259, -5.426, -1.413], [-0.063, -5.226, -0.706], [0.103, -4.267, 0.179], [-0.895, -3.386, 0.391], [-0.800, -2.146, 1.521], [-2.057, -3.548, -0.317], [1.123, -6.118, -0.936], [-3.615, -5.293, -2.662], [-3.925, -3.596, -2.143], [-4.349, -4.934, -1.085], [-1.379, -6.235, -2.117], [-2.686, -2.741, -0.313], [0.880, -6.964, -1.577], [1.503, -6.474, 0.021], [1.918, -5.531, -1.399], [2.817, -0.798, 5.605], [2.790, -1.308, 4.310], [1.842, -0.895, 3.395], [0.850, 0.055, 3.707], [0.893, 0.556, 5.035], [1.850, 0.142, 5.944], [-0.050, 0.481, 2.757], [-1.232, 0.972, 3.377], [-2.066, 0.091, 4.066], [-3.192, 0.543, 4.739], [-3.506, 1.895, 4.749], [-2.682, 2.783, 4.067], [-1.567, 2.328, 3.381], [3.565, -1.121, 6.320], [3.519, -2.052, 4.003], [1.827, -1.327, 2.411], [0.159, 1.288, 5.347], [1.838, 0.568, 6.943], [-1.820, -0.964, 4.056], [-3.830, -0.168, 5.253], [-4.387, 2.253, 5.272], [-2.923, 3.840, 4.046], [-0.945, 3.020, 2.833]],
  "lowdin_spin": [0.94, 0.00, 0.00, 0.01, 0.00, 0.00, 0.00, 0.00, 0.00, 0.00, 0.00, 0.00, 0.00, 0.00, 0.00, 0.00, 0.00, 0.00, 0.00, 0.00, 0.00, 0.00, 0.00, 0.00, 0.00, 0.00, 0.00, 0.00, 0.00, 0.00, 0.00, 0.00, 0.00, 0.00, 0.00, 0.00, 0.00, 0.00, 0.00, 0.00, 0.00, 0.00, 0.00, 0.00, 0.00, 0.00, 0.00, 0.00, 0.00, 0.01, 0.02, -0.01, 0.00, 0.00, 0.00, 0.00, 0.00, 0.00, 0.00, 0.00, 0.00, 0.00, 0.00, 0.00, 0.00, 0.00, 0.00, 0.00, 0.00, 0.00, 0.00, 0.00, 0.01, 0.00, 0.00, 0.00, 0.00, 0.00, 0.00, 0.00, 0.00, 0.00, 0.00, 0.00, 0.00, 0.00, 0.00, 0.00, 0.00, 0.01, 0.00, 0.00, 0.00, 0.00, 0.00, 0.00, 0.00, 0.00, 0.00, 0.00, 0.00, 0.00, 0.00, 0.00, 0.00, 0.00]
}

=====

Q: Look up the multiplicity of the second one.
A: 2

=====

Q: The lowest multiplicity belongs to which entry?
A: C39H57GeKN4O2P2

=====

Q: The highest multiplicity belongs to which entry?
A: C39H57N3O2PS3Ti

=====

Q: Among the records above, which one has the highest multiplicity?
A: C39H57N3O2PS3Ti